# 1
{"formula": "C5H7PS", "method": "ωB97M-V/def2-TZVPD", "relative_energy_kcal_mol": 26.3, "total_charge": 0, "multiplicity": 1, "smiles": "CP1(=S)C=CC=C1", "total_energy_ha": -934.1973, "orbital_gap_ha": 0.297, "symbols": ["C", "C", "C", "C", "C", "P", "S", "H", "H", "H", "H", "H", "H", "H"], "xyz": [[0.911775, -1.286671, -0.837854], [0.854740, -1.609706, 0.533508], [-0.101733, -0.508958, -1.298113], [0.040366, -0.837010, 1.306957], [-0.245954, 2.189764, 0.146360], [-0.932732, 0.190932, 0.146219], [-2.794095, -0.290929, 0.239352], [1.654768, -1.820822, -1.373363], [1.681189, -2.263954, 0.731977], [-0.239184, -0.078706, -2.312195], [-0.154381, -0.960667, 2.344070], [-1.142081, 2.739215, -0.323441], [-0.129188, 2.314045, 1.193589], [0.596507, 2.223471, -0.497062]], "forces_ev_per_angstrom": [[-2.12, 0.71, -2.07], [0.39, 1.55, 2.00], [1.35, 0.81, -0.41], [0.79, -0.70, -1.62], [-3.71, -2.54, -1.08], [1.07, 0.97, -0.28], [-0.68, 0.51, 0.16], [0.45, -0.06, -1.09], [-0.29, -0.74, 1.46], [0.12, -0.63, 0.79], [-0.09, 0.09, 0.62], [1.44, -0.74, 1.01], [0.36, 0.73, 0.67], [0.91, 0.05, -0.17]]}



# 2
{"formula": "C5H8", "method": "ωB97M-V/def2-TZVPD", "relative_energy_kcal_mol": 57.9, "total_charge": 0, "multiplicity": 1, "smiles": "C1C[C@H]2C[C@@H]12", "total_energy_ha": -195.1997, "orbital_gap_ha": 0.348, "symbols": ["C", "C", "C", "C", "C", "H", "H", "H", "H", "H", "H", "H", "H"], "xyz": [[0.083274, 1.427906, 0.079296], [-0.742857, 0.289045, 0.588276], [-0.740391, -0.851148, -0.424804], [0.811090, -0.860790, -0.467742], [0.924285, 0.297169, 0.469641], [0.060227, 1.635111, -0.988612], [0.103244, 2.316941, 0.704204], [-1.506745, 0.454522, 1.355118], [-1.257724, -0.630938, -1.365647], [-1.139176, -1.787389, -0.023000], [1.240660, -1.802254, -0.118858], [1.269508, -0.602544, -1.427734], [0.894604, 0.114372, 1.619862]], "forces_ev_per_angstrom": [[-0.80, 0.45, -0.51], [-0.17, 0.72, -1.80], [-0.17, -0.14, -0.27], [-0.15, -0.45, -0.84], [-1.47, -0.80, 5.27], [-0.01, 0.12, 0.04], [0.05, -0.16, -0.09], [0.85, -0.27, 0.14], [-0.03, -0.11, 0.00], [0.10, 0.16, -0.04], [0.00, 0.26, 0.06], [-0.12, -0.24, -0.04], [1.92, 0.45, -1.92]]}